1.
{"formula": "C4H7N4O", "method": "the ωB97M-V functional and the def2-TZVPD basis", "charge": 1, "e_lumo_ev": -4.27, "homo_energy_ha": -0.5001, "smiles": "Cc1c(N)[nH+]nn1C=O", "elements": ["N", "H", "H", "C", "C", "H", "C", "N", "N", "C", "H", "O", "H", "N", "H", "H"], "positions_angstrom": [[-0.4052, -1.7946, 0.0026], [-2.5828, 2.0368, 0.4634], [1.5190, 1.8804, 0.7465], [0.2091, 0.3225, 0.0309], [0.7217, -0.9564, 0.0348], [1.7504, 1.2862, -0.9580], [-2.5495, 1.0192, -0.0532], [-1.1781, 0.1260, -0.0192], [2.0028, -1.4359, 0.0569], [0.9634, 1.5579, -0.1851], [-0.4056, -2.7612, -0.0329], [-3.4472, 0.5056, -0.6012], [1.9293, -2.3712, 0.3566], [-1.4867, -1.0891, -0.0836], [0.3646, 2.5523, -0.3245], [2.5948, -0.8783, 0.5660]]}


2.
{"formula": "C4H7N4S", "method": "the ωB97M-V functional and the def2-TZVPD basis", "charge": 1, "e_lumo_ev": -4.31, "homo_energy_ha": -0.5010, "elements": ["H", "H", "H", "N", "N", "C", "H", "N", "N", "C", "H", "S", "H", "C", "C", "H"], "positions_angstrom": [[1.1917, -2.7727, 1.6565], [0.9312, 3.0875, 0.3709], [-0.8658, 2.1499, 0.8775], [-1.1518, 0.3079, 0.8376], [0.0022, 2.9862, -0.0053], [-0.4458, -0.5434, 0.4222], [-0.4842, 3.8017, 0.1524], [-1.5375, 1.3976, 1.3358], [0.2397, -1.6668, -1.4802], [0.2268, -1.5573, -0.1082], [0.8250, -3.0351, -2.7717], [1.5413, -3.6517, -0.4880], [-2.5155, 1.5461, 1.4048], [0.9491, -2.5071, 0.6352], [0.8841, -2.7122, -1.7962], [0.2095, 3.1692, -1.0431]]}


3.
{"formula": "C4H7N5", "method": "the ωB97M-V functional and the def2-TZVPD basis", "e_lumo_ev": 0.66, "homo_energy_ha": -0.3407, "smiles": "Cn1cnnc[nH]nc1", "elements": ["C", "H", "N", "N", "H", "N", "H", "C", "C", "H", "H", "N", "C", "N", "H", "H"], "positions_angstrom": [[-1.0945, 0.2085, -0.8272], [1.3067, 1.4997, -0.7294], [1.5575, 1.1151, 0.2515], [-0.5122, -0.9968, -0.3129], [-2.4011, -1.8671, -0.1648], [-0.6559, 1.5623, 0.9037], [1.1835, -2.2884, -0.1067], [0.5680, 1.2737, 1.2602], [0.9072, -1.1978, -0.2119], [-1.6233, 0.0980, -1.8496], [1.0864, 1.0124, 2.3098], [1.8404, -0.4117, 0.1308], [-1.3626, -2.2326, -0.4701], [-0.9869, 1.4136, -0.4650], [-1.5060, -2.5549, -1.6218], [-0.8546, -2.9876, 0.1001]]}


4.
{"formula": "C4H7NO", "method": "the ωB97M-V functional and the def2-TZVPD basis", "e_lumo_ev": 1.03, "homo_energy_ha": -0.2832, "elements": ["H", "H", "H", "C", "H", "C", "O", "N", "H", "C", "C", "H", "H"], "positions_angstrom": [[2.1919, 0.4396, 1.0948], [-2.4477, 1.3141, -0.1695], [-2.6625, 0.1878, 1.2318], [2.1297, 0.2370, 0.0263], [3.0740, -0.2270, -0.2719], [-2.0386, 0.4595, 0.3771], [-0.6543, 0.7878, 0.7924], [1.0104, -0.6721, -0.1994], [1.0094, -1.2498, -1.0260], [-1.4866, -0.6664, -0.4378], [-0.2818, -0.2682, -0.0012], [2.0505, 1.1957, -0.5008], [-1.8943, -1.5380, -0.9159]]}


5.
{"formula": "C4H7NO", "method": "the ωB97M-V functional and the def2-TZVPD basis", "e_lumo_ev": 0.72, "homo_energy_ha": -0.3495, "smiles": "CC(=O)[C@H]1CN1", "elements": ["C", "H", "C", "H", "N", "H", "C", "H", "H", "H", "H", "O", "C"], "positions_angstrom": [[-2.0729, -0.1229, 0.0275], [2.3619, -0.5675, -0.4686], [-0.5088, -0.2362, -0.4727], [-1.4203, -0.1985, 0.9066], [-1.4978, 0.5663, -1.0887], [-0.2688, -1.2153, -0.8502], [0.6314, 0.5310, 0.1744], [-1.2953, 1.5344, -0.8636], [-2.6173, -1.0131, -0.2947], [1.6711, -1.1461, 1.0479], [2.6122, 0.3774, 1.0188], [0.5535, 1.7368, 0.3290], [1.8981, -0.2433, 0.4714]]}


6.
{"formula": "C4H7NO", "method": "the ωB97M-V functional and the def2-TZVPD basis", "e_lumo_ev": 0.05, "homo_energy_ha": -0.3309, "elements": ["H", "C", "H", "C", "H", "H", "O", "C", "C", "H", "H", "H", "N"], "positions_angstrom": [[-0.3274, -0.1920, 2.1568], [1.7222, 1.2701, -1.1712], [-0.6345, 1.8335, -0.1774], [-0.6014, 0.7411, 1.6729], [-0.7866, -3.0023, -1.1655], [2.1695, 1.2692, -0.1485], [0.0527, -0.0701, -0.4627], [-0.4606, 0.9133, 0.3686], [-0.6223, -1.2545, -0.5422], [-1.5837, -1.2088, -0.0175], [2.1699, 0.3637, -1.6201], [-0.9643, 1.5577, 2.2852], [-0.1336, -2.2209, -1.1785]]}


7.
{"formula": "C4H7NO", "method": "the ωB97M-V functional and the def2-TZVPD basis", "e_lumo_ev": 0.98, "homo_energy_ha": -0.3678, "smiles": "CCC=O.C#N", "elements": ["H", "H", "H", "H", "N", "O", "C", "H", "H", "C", "C", "H", "C"], "positions_angstrom": [[1.9821, 0.6124, 1.1786], [0.0825, 0.2510, -1.8642], [0.3458, -1.5324, -0.2537], [-0.1273, -0.4994, 1.1086], [-2.7744, -0.9547, 0.2863], [-0.6221, 1.5389, -0.4807], [1.9036, -0.1149, 0.3668], [2.5456, -0.9687, 0.5884], [-3.0434, 1.2368, 0.0128], [-2.9363, 0.1799, 0.1503], [0.4313, -0.5254, 0.1693], [2.3051, 0.3714, -0.5317], [-0.1106, 0.4878, -0.7955]]}


8.
{"formula": "C4H7NO", "method": "the ωB97M-V functional and the def2-TZVPD basis", "e_lumo_ev": 0.75, "homo_energy_ha": -0.3554, "smiles": "C[C@H]1NCC1=O", "elements": ["H", "H", "C", "O", "H", "H", "H", "H", "C", "C", "H", "C", "N"], "positions_angstrom": [[2.3310, 0.3274, -1.1064], [0.9151, -1.8327, -0.0224], [1.6953, 0.1195, -0.2411], [0.3200, 2.2355, -0.0497], [-2.3180, 0.6057, 0.5071], [-0.2721, -0.3826, 1.4535], [2.3184, 0.0062, 0.6616], [-2.2636, -1.1004, 0.0094], [-1.7712, -0.1280, -0.0947], [-0.3324, -0.1607, 0.3727], [-1.8238, 0.1787, -1.1422], [0.5343, 1.0614, 0.0663], [0.6670, -0.9300, -0.4141]]}


no.,gap between HOMO and LUMO (eV)
1,9.3357
2,9.3238
3,9.9333
4,8.7393
5,10.2311
6,9.0585
7,10.9859
8,10.4251